i | Computed, not measured: a 9-piece molecular cluster, H18O9 overall, with ωB97M-V/def2-TZVPD.

Output
charge	0
frontier orbital gap	0.369	Ha
multiplicity	1
LUMO energy	-0.658	eV
SMILES	O.O.O.O.O.O.O.O.O

Geometry (Å):
O -0.85919 -1.76669 1.64838
H -0.96942 -2.55037 1.10221
H -1.65436 -1.24940 1.49496
O -0.81604 1.65358 1.76499
H -0.92661 0.78558 1.37516
H -1.24943 1.59682 2.61971
O -0.89745 0.98819 -3.53682
H -1.14347 0.06952 -3.66936
H -1.33554 1.46188 -4.24879
O 1.90966 -3.27785 2.06830
H 1.94312 -2.42756 1.62588
H 1.91345 -3.06154 3.00445
O -3.19841 2.05100 -2.08480
H -3.63015 1.50348 -2.74324
H -2.27314 1.79633 -2.12789
O 2.95898 0.42422 -0.43630
H 2.00333 0.52052 -0.50848
H 3.09280 -0.05606 0.38260
O 1.50506 2.06855 -2.80731
H 0.64811 1.73246 -3.09346
H 1.41318 2.20224 -1.86186
O 0.27259 -0.22599 -0.37899
H -0.43981 -0.01491 -0.98685
H -0.10259 -0.88357 0.22141
O 0.71974 -1.38507 3.98524
H 0.80282 -0.43257 4.06643
H 0.31278 -1.52276 3.12444

***

ii | Computed, not measured: a 9-piece molecular cluster, H18O9 overall, with ωB97M-V/def2-TZVPD.

Output
charge	0
frontier orbital gap	0.381	Ha
multiplicity	1
LUMO energy	-0.209	eV
SMILES	O.O.O.O.O.O.O.O.O

Geometry (Å):
O -24.83838 22.30849 11.74364
H -23.90934 22.05360 11.88875
H -24.92704 22.58588 10.80817
O -25.05750 24.96529 11.84531
H -25.57897 24.91885 11.04764
H -25.05948 24.05035 12.00367
O -27.14806 23.49803 10.02786
H -27.32272 23.56344 9.08368
H -27.71864 22.80476 10.38053
O -26.02085 19.54907 12.01500
H -26.73715 19.21585 12.53994
H -25.65493 20.35039 12.43771
O -28.21415 18.75836 13.55555
H -28.84493 18.53651 12.86289
H -28.58897 19.39385 14.13717
O -28.56018 21.33112 10.95449
H -29.44637 20.99153 11.09741
H -28.16292 21.63337 11.81034
O -25.87004 20.51176 15.06918
H -25.25262 20.05645 14.51546
H -25.29325 21.16247 15.44934
O -27.27647 21.98323 13.21179
H -26.56045 22.57690 13.01971
H -26.98314 21.58291 14.04961
O -27.58262 19.03920 16.75776
H -26.94547 19.49773 16.20034
H -27.09673 19.20384 17.58018

***

iii | Computed, not measured: a 9-piece molecular cluster, H18O9 overall, with ωB97M-V/def2-TZVPD.

Output
charge	0
frontier orbital gap	0.392	Ha
multiplicity	1
LUMO energy	0.155	eV
SMILES	O.O.O.O.O.O.O.O.O

Geometry (Å):
O -4.03622 -34.86924 -5.36330
H -3.38913 -35.45608 -4.95204
H -3.78215 -33.96991 -5.07148
O -2.44079 -34.97868 -11.63769
H -2.30666 -34.44443 -12.42632
H -3.41076 -35.08515 -11.57101
O -4.33151 -37.35133 -7.92773
H -4.33400 -37.72789 -7.04051
H -3.48436 -37.62541 -8.30629
O -3.40888 -34.48505 -8.02348
H -3.71894 -34.79231 -7.14397
H -3.59827 -35.21389 -8.61954
O -6.79103 -35.70356 -5.72483
H -5.84923 -35.45866 -5.69027
H -7.25792 -34.93398 -5.38458
O -5.21559 -35.34890 -11.36836
H -5.84624 -35.74239 -11.98220
H -5.39298 -35.78152 -10.52095
O -1.56110 -32.46637 -8.46333
H -1.53605 -32.24091 -9.39770
H -2.23374 -33.18120 -8.39195
O -2.74845 -32.28609 -4.61295
H -2.61828 -32.51789 -5.54639
H -1.87956 -32.40651 -4.21032
O -0.34075 -36.20614 -9.95405
H 0.35776 -35.85010 -10.51025
H -1.13003 -35.70347 -10.20927

***

iv | Computed, not measured: a 9-piece molecular cluster, H18O9 overall, with ωB97M-V/def2-TZVPD.

Output
charge	0
frontier orbital gap	0.401	Ha
multiplicity	1
LUMO energy	-0.109	eV
SMILES	O.O.O.O.O.O.O.O.O

Geometry (Å):
H -0.80196 0.45194 -0.16634
H 0.70735 0.12877 -0.13709
H 2.60077 -1.41134 2.76476
H 2.18395 -2.87840 2.56932
H 4.06007 1.00611 0.86156
H 4.05092 -0.21604 -0.20154
H 1.57117 -2.43362 -1.08060
H 0.85262 -1.14216 -1.42619
H 2.46924 1.64196 -3.86867
H 1.18294 2.00717 -3.13306
H -1.24989 3.97760 2.34497
H -2.41421 4.71456 1.77156
H -4.54356 -0.46634 -1.66047
H -3.61338 -1.03163 -0.72165
H -2.65436 -3.97919 -1.03847
H -3.80419 -3.02312 -0.42554
H -1.56593 1.55874 1.90126
H -0.18869 0.94462 1.53226
O 0.01049 0.29672 -0.68077
O 2.84060 -2.25843 3.07991
O 4.55170 0.58521 0.17885
O 1.66494 -1.63918 -1.58020
O 2.14350 2.03443 -3.02618
O -2.01236 3.89640 1.77132
O -3.94020 -0.20249 -0.95851
O -2.90433 -3.31580 -0.30771
O -1.19721 0.75351 1.63721

***

Stability check: which of them is most stable? iii.

***

i | Computed, not measured: a 2-piece molecular cluster, C4H7NO2 overall, with ωB97M-V/def2-TZVPD.

Output
charge	0
frontier orbital gap (alpha / beta)	0.195 / 0.280	Ha
expectation value of S²	2.007
multiplicity	3
LUMO energy (alpha / beta)	0.782 / -2.187	eV

Geometry (Å):
C 0.74274 -1.68405 0.69691
C 3.43140 -0.25186 -0.86455
C -0.48718 1.51926 -0.78964
C -0.41037 0.23525 -0.02019
N 0.63354 -0.45862 -0.04772
O 3.25869 0.40285 -1.76774
O -1.52755 -0.09522 0.69888
H -0.10239 -1.86447 1.36465
H 0.82456 -2.50866 -0.01323
H 1.66851 -1.63992 1.26922
H 0.35084 1.58782 -1.47423
H -0.44763 2.36276 -0.09911
H -1.42027 1.57374 -1.35232
H -2.21522 0.56768 0.57779

***

ii | Computed, not measured: one molecule with the formula C4H7NO2, with ωB97M-V/def2-TZVPD.

Output
charge	0
frontier orbital gap (alpha / beta)	0.308 / 0.359	Ha
expectation value of S²	2.014
multiplicity	3
LUMO energy (alpha / beta)	0.943 / -0.455	eV

Geometry (Å):
C 2.07041 -0.12533 -0.19767
C 2.11022 1.06973 0.23562
C 1.00539 -0.76931 -1.22632
C -2.26225 0.21898 0.52413
N -0.40724 1.03026 -0.80363
O -0.19903 -0.25629 -0.81772
O -1.62044 1.29564 -0.15235
H 2.75510 -0.85643 0.10592
H 1.33421 1.92009 0.35314
H 1.32578 -0.54243 -2.19659
H 0.86316 -1.86347 -1.12295
H -2.30211 0.38008 1.60384
H -1.64801 -0.66842 0.35878
H -3.31422 0.05312 0.17147

***

Stability check: which of them is most stable? i.

***

i | Computed, not measured: one molecule with the formula C8H14, with ωB97M-V/def2-TZVPD.

Output
charge	0
frontier orbital gap	0.353	Ha
multiplicity	1
LUMO energy	1.108	eV
SMILES	C=C/C=C/CCCC

Geometry (Å):
C 3.00209 1.56653 -0.15701
C 1.45411 1.81890 -0.40171
C 0.80824 1.29657 0.92579
C 0.50481 -0.25114 0.77687
C -3.47243 -2.70904 -0.56093
C -2.71361 -1.58850 -0.71453
C -1.55831 -1.18561 0.06644
C -0.45961 -0.47150 -0.23873
H 3.37623 0.84742 -0.84069
H 3.39125 1.26460 0.82514
H 3.42719 2.48465 -0.33717
H 0.94865 1.35299 -1.24868
H 1.44830 2.89462 -0.67170
H 1.24913 1.45159 1.87124
H -0.19494 1.73264 0.95994
H 0.22869 -0.60073 1.79424
H 1.37768 -0.87535 0.58876
H -3.38192 -3.32642 0.27401
H -4.22675 -2.98850 -1.27681
H -3.08357 -1.01347 -1.45086
H -1.77748 -1.62204 1.04781
H -0.34773 -0.07821 -1.23141

***

ii | Computed, not measured: a 2-piece molecular cluster, C8H14 overall, with ωB97M-V/def2-TZVPD.

Output
charge	0
frontier orbital gap	0.368	Ha
multiplicity	1
LUMO energy	1.035	eV
SMILES	C=CC=C.C=CCC

Geometry (Å):
C 1.37544 2.11190 1.07818
C 1.57416 1.27706 0.06306
C 2.21387 1.67066 -1.18918
C 2.45944 0.82949 -2.18698
H 1.78039 3.11557 1.08978
H 0.86099 1.76924 1.96737
H 1.31118 0.23197 0.17705
H 2.38930 2.73411 -1.32174
H 2.94942 1.15998 -3.09231
H 2.21245 -0.22306 -2.11552
C -0.38359 -1.85424 1.48473
C -1.03895 -1.14053 0.30282
C -2.43546 -1.61834 0.05838
C -3.50591 -0.84156 0.07260
H -0.23879 -2.91900 1.30206
H 0.56888 -1.40305 1.76524
H -1.03685 -1.75963 2.35572
H -0.47233 -1.29894 -0.62049
H -1.05518 -0.06499 0.48392
H -2.55212 -2.65151 -0.26201
H -4.49960 -1.20774 -0.14685
H -3.42000 0.20734 0.33575

***

iii | Computed, not measured: one molecule with the formula C8H14, with ωB97M-V/def2-TZVPD.

Output
charge	0
frontier orbital gap	0.348	Ha
multiplicity	1
LUMO energy	1.067	eV
SMILES	C=C[C@H]1[C@H](C)C1(C)C

Geometry (Å):
C 1.55985 -1.03824 2.57267
C 1.07195 -1.09088 1.34061
C 0.38166 0.02426 0.71236
C 0.65359 0.37506 -0.88058
C -0.67073 -0.12099 -0.37304
C 0.89939 1.79786 -1.29397
C -1.11339 -1.50478 -0.80214
C -1.83880 0.84488 -0.31511
H 2.06892 -1.86639 3.03039
H 1.46027 -0.14888 3.17472
H 1.18284 -1.99169 0.75310
H 0.29207 0.90738 1.32869
H 1.27414 -0.35788 -1.37722
H 0.54482 2.50320 -0.54838
H 0.38499 2.01028 -2.23262
H 1.96322 1.96627 -1.44393
H -1.62893 -1.44629 -1.75949
H -1.79785 -1.92843 -0.06903
H -0.27061 -2.18254 -0.91431
H -2.16338 1.11338 -1.31921
H -1.57759 1.75563 0.21624
H -2.67642 0.37879 0.20025

***

iv | Computed, not measured: C8H14 as an isolated structure, with ωB97M-V/def2-TZVPD.

Output
charge	0
frontier orbital gap	0.259	Ha
multiplicity	1
LUMO energy	0.168	eV

Geometry (Å):
C 1.93818 0.80677 -1.40098
C 2.60029 0.06906 -0.26868
C 1.57198 -0.75689 0.54906
C 0.36095 0.03856 0.94796
C -0.32210 -0.04736 2.14231
C -3.19436 -0.10925 -0.77809
C -2.07255 0.52166 -0.00104
C -0.91769 -0.23121 0.31412
H 1.16572 1.53220 -1.00450
H 1.32231 0.11279 -2.06651
H 2.67999 1.31747 -2.11418
H 3.06301 0.82736 0.38661
H 3.32222 -0.61430 -0.66246
H 2.05400 -1.14078 1.44784
H 1.23271 -1.63468 -0.06817
H -0.24238 -0.90345 2.85416
H -0.92812 0.76061 2.52311
H -4.05079 0.57371 -0.88345
H -3.56317 -1.03744 -0.25270
H -2.92992 -0.36763 -1.80606
H -2.12641 1.60656 0.21418
H -0.96387 -1.32378 -0.07253

***

Stability check: which of them is most stable? iii.

***

i | Computed, not measured: an isolated ion of composition C3H6N2O2 and charge -1, with ωB97M-V/def2-TZVPD.

Output
charge	-1
frontier orbital gap (alpha / beta)	0.155 / 0.326	Ha
expectation value of S²	0.771
multiplicity	2
LUMO energy (alpha / beta)	4.395 / 4.169	eV

Geometry (Å):
O 1.62072 -0.64101 1.53762
C 0.60209 -0.37966 0.87892
N -0.08459 -1.37474 0.16961
C -0.73074 -1.41040 -1.09807
O -0.75619 -2.42004 -1.82513
C -0.16903 0.93790 0.79180
N 0.10402 1.91712 -0.26258
H 0.43393 -2.24604 0.28350
H -1.05782 -0.40478 -1.51744
H -1.22288 0.61112 0.73881
H 0.06706 1.52349 1.68950
H 0.13357 1.64815 -1.24032
H 1.05986 2.23890 -0.14623

***

ii | Computed, not measured: a 2-piece molecular cluster, C3H6N2O2 overall, with ωB97M-V/def2-TZVPD.

Output
charge	-1
frontier orbital gap (alpha / beta)	0.236 / 0.320	Ha
expectation value of S²	0.755
multiplicity	2
LUMO energy (alpha / beta)	4.199 / 4.051	eV

Geometry (Å):
O -0.88317 -1.40182 1.17371
C 0.00266 -0.57196 0.91537
N 0.38395 -0.06374 -0.57487
C -0.21566 0.79494 0.16435
N -0.14740 -0.15563 -3.51558
O -0.56341 1.80741 0.76644
C 1.19156 -0.36088 1.84060
H -1.16260 -0.04836 -3.76558
H 0.06511 -0.17187 -2.51527
H 0.48076 0.37895 -4.17485
H 1.85080 -1.23966 1.49761
H 1.09534 -0.42089 2.93380
H 1.71593 0.62005 1.61432

***

Stability check: which of them is most stable? i.